Below is a single C8H9NO2Se molecule, with properties calculated with wB97M-V/def2-TZVPD.

Computed properties:
Relative energy (zero: lowest compared OMol25 entry of this formula, charge and spin) in kJ/mol: 119.4
Frontier orbital gap in eV: 8.0
LUMO level in eV: -0.37
Calculated total energy in eV: -79367.9275
HOMO energy in eV: -8.40

Geometry (Å):
1 C -3.2672 1.0737 0.4492
2 C -2.3149 1.3537 -0.5644
3 C -3.0816 -0.0724 1.1863
4 C -1.2110 0.6035 -0.7831
5 C -1.9533 -0.8196 1.1051
6 C -0.8892 -0.4765 0.1795
7 C 3.6482 -0.5166 0.1830
8 C 1.9762 0.1570 -0.2695
9 N 1.7298 1.2012 0.6274
10 O 1.4985 0.7936 1.7845
11 O 1.8097 2.3301 0.2112
12 Se 0.7487 -1.4695 0.0604
13 H -4.0276 1.6933 0.6950
14 H -2.3253 2.1593 -1.3339
15 H -3.9182 -0.3111 1.7947
16 H -0.4619 0.8347 -1.5204
17 H -1.6787 -1.6936 1.7555
18 H 3.6748 -0.2136 1.2201
19 H 3.5426 -1.5788 0.1572
20 H 4.4723 -0.0611 -0.4012
21 H 2.1243 0.2747 -1.3099

Atomic forces in eV per Å
3.5 -1.4 -1.9
-0.9 1.5 -0.9
-1.1 0.9 -0.1
2.0 -3.3 2.9
4.4 -1.6 -0.8
-2.9 1.4 -0.9
-2.8 2.1 -0.1
3.2 -5.7 0.2
-0.5 -0.6 2.1
0.2 2.0 -1.2
-0.2 0.6 0.5
0.4 1.4 -0.3
-2.4 1.8 0.2
-0.9 -0.2 1.1
-0.2 -0.5 1.0
-0.1 0.2 -0.3
-0.9 1.0 -0.5
0.3 0.0 0.2
0.2 -0.6 -0.4
-0.8 -0.4 0.1
-0.6 1.3 -0.8


Below is a 2-piece molecular cluster, C5H16NO overall, with properties calculated with wB97M-V/def2-TZVPD.

Computed properties:
Relative energy (zero: lowest compared OMol25 entry of this formula, charge and spin) in kJ/mol: 88.7
Frontier orbital gap in eV: 11.2
LUMO level in eV: -3.31
Calculated total energy in eV: -8975.5954
HOMO energy in eV: -14.47
Total charge: +1

Geometry (Å):
1 C 0.9563 -1.4001 0.2212
2 C -0.4559 -1.2411 0.8167
3 C -1.0810 0.0907 0.4438
4 C -0.3038 1.3118 1.0747
5 C -0.0722 1.1471 2.5733
6 N 0.8890 -1.3480 -1.2787
7 H 1.4011 -0.4692 0.5376
8 H 1.4400 -2.3191 0.5527
9 H -0.3168 -1.3519 1.8904
10 H -1.0845 -2.0596 0.4411
11 H -2.1443 0.2223 0.6992
12 H -1.2965 0.3691 -0.6287
13 H -1.0080 2.1339 0.9220
14 H 0.6465 1.4578 0.5312
15 H 0.6221 0.4088 2.9763
16 H 0.3565 2.1299 2.8316
17 H -1.0325 1.0141 3.0786
18 H 1.7601 -1.4533 -1.8067
19 H 0.5267 -0.4374 -1.5965
20 H 0.2876 -2.0475 -1.7229
21 H -0.1801 2.0828 -2.7950
22 H 0.1085 1.0151 -3.9197
23 O -0.0593 1.1442 -2.9964

Atomic forces in eV per Å
-1.2 0.4 0.3
-0.3 -0.8 -1.5
-0.5 2.1 -0.3
-0.8 -1.9 -0.6
0.1 1.5 0.1
0.0 0.1 -1.1
1.2 -0.2 -0.1
0.2 0.3 -0.2
-0.3 0.1 0.0
0.0 0.0 0.4
0.3 -0.7 1.0
1.1 -1.0 0.3
0.6 0.3 0.0
-0.4 0.4 0.2
0.0 -0.2 -0.6
-0.3 -0.4 0.6
0.1 0.1 0.1
0.4 0.0 0.6
-0.3 0.2 0.0
-0.3 -0.1 0.5
0.1 -0.3 -0.4
0.0 0.4 -0.8
0.0 -0.4 1.4


Below is C2H3ClN3OP3 as an isolated structure, with properties calculated with wB97M-V/def2-TZVPD.

Computed properties:
Relative energy (zero: lowest compared OMol25 entry of this formula, charge and spin) in kJ/mol: 0.0
Frontier orbital gap in eV: 8.5
LUMO level in eV: -0.80
Calculated total energy in eV: -49028.6549
HOMO energy in eV: -9.26

Geometry (Å):
1 C 1.2692 -1.1771 1.5243
2 C 1.2141 0.1357 1.6018
3 N -0.9349 0.8617 -3.1318
4 N -1.5208 1.6961 -0.6453
5 N -0.0413 -1.0627 -1.4513
6 O 0.3230 0.9348 0.9158
7 P -0.1339 -0.5680 -2.9250
8 P -1.6559 1.9662 -2.2756
9 P -0.8679 0.4196 0.0077
10 Cl -2.1232 -0.5003 1.1972
11 H 2.0023 -1.7254 2.0895
12 H 0.6050 -1.7341 0.8836
13 H 1.8641 0.7536 2.2090

Atomic forces in eV per Å
-0.1 0.0 0.0
0.4 -0.2 0.4
0.0 0.0 -0.2
0.0 -0.5 -0.4
-1.4 2.2 4.0
-0.2 -0.1 -0.3
-0.4 0.7 -0.8
0.3 -0.4 0.5
1.6 -1.1 -3.4
-0.3 -0.5 0.3
0.1 0.0 0.1
0.0 -0.1 -0.1
-0.1 -0.1 -0.1


Below is a single C3H6N2O3 molecule, with properties calculated with wB97M-V/def2-TZVPD.

Computed properties:
Relative energy (zero: lowest compared OMol25 entry of this formula, charge and spin) in kJ/mol: 753.0
Frontier orbital gap in eV: 9.3
LUMO level in eV: 0.44
Calculated total energy in eV: -12324.4233
HOMO energy in eV: -8.90

Geometry (Å):
1 C -0.7136 0.8126 0.0347
2 C 1.7740 0.4448 -0.4812
3 C 2.8684 -0.3776 -0.2312
4 H -1.6491 -1.9378 -0.3165
5 H -2.6965 0.4278 -0.0170
6 H 0.4434 -1.1756 1.7674
7 H 1.8228 1.5265 -0.9841
8 H 4.0180 -0.1607 -0.6099
9 H 2.7178 -1.3876 0.5306
10 N -1.8765 -0.2031 0.2063
11 N 0.4000 0.0776 0.1522
12 O -1.9007 -1.0693 -0.8115
13 O -0.6802 1.9702 0.2439
14 O 0.3444 -1.1126 0.7160

Atomic forces in eV per Å
-1.4 -3.7 2.7
0.4 -0.2 1.6
-0.1 -0.4 0.9
-0.5 1.9 -1.8
0.8 -0.8 0.9
-0.2 1.4 -3.1
-0.4 -2.9 1.1
-3.5 -0.4 0.9
0.5 3.2 -2.6
-1.0 6.5 0.4
5.8 1.2 -2.0
1.0 -4.9 -0.4
-1.4 2.7 -1.1
0.1 -3.6 2.6